# 1
DFT (the ωB97M-V functional and the def2-TZVPD basis) results for a molecular structure, C4H10N3 at a distorted geometry.

The geometry in XYZ format:
```
17
Properties=species:S:1:pos:R:3:mulliken_charge:R:1
C -1.13727 -1.41329 -0.48307 -0.67
C 0.22749 -1.42530 -0.49344 -0.47
C -1.54272 -0.03568 -0.39943 0.61
C 1.97866 0.40955 -0.64307 -0.95
N -0.36794 0.69636 -0.33891 -0.10
N -2.78057 0.45905 -0.33436 -0.46
N 0.65586 -0.10308 -0.44540 0.21
H -1.77449 -2.20448 -0.15636 0.37
H 0.88016 -2.19918 -0.48910 0.57
H 0.68779 -0.92570 2.07040 0.17
H 2.52990 0.06682 -1.55026 0.35
H 2.05152 1.41413 -0.99248 0.36
H 2.66051 0.32213 0.13322 0.38
H -0.34465 1.71230 -0.36370 0.24
H -2.89142 1.50473 -0.18581 0.25
H -3.53643 0.02680 -0.89558 0.28
H 0.59337 -0.16089 1.80699 -0.15
```

Results
- LUMO: -3.26 eV
- Net charge: +1
- HOMO energy: -13.3 eV
- Largest force on an atom: 0.093 Eh/bohr
- Frontier orbital gap: 10.00 eV
- Energy: -8771.7531 eV

# 2
DFT (the ωB97M-V functional and the def2-TZVPD basis) results for 2 unconnected molecules or ions with the total composition C4H10N3 at a distorted geometry.

The geometry in XYZ format:
```
17
Properties=species:S:1:pos:R:3:mulliken_charge:R:1
C -1.74412 -0.48325 -0.47030 0.03
C 0.88531 0.01106 1.30086 0.16
C 0.24755 -0.09868 -2.09986 -0.83
C -0.88871 0.41225 -1.28825 -0.02
N -1.17986 -1.52594 0.02568 -0.55
N 1.87332 0.21513 2.20630 -0.38
N 0.29958 0.94306 0.68003 -0.43
H -2.78194 -0.05863 -0.10058 0.31
H 0.30016 -0.95466 1.12205 0.35
H -0.13663 -0.03049 -3.15192 0.36
H 0.97095 0.60897 -1.95723 0.30
H 0.45511 -1.18609 -1.67125 0.32
H -1.03764 1.44204 -1.44503 0.45
H -1.87413 -1.98738 0.61593 0.25
H 1.80856 -0.30556 3.07322 0.25
H 2.31187 1.09819 2.27204 0.24
H 0.49061 1.90000 0.88829 0.19
```

Results
- LUMO: -5.82 eV
- Net charge: +1
- HOMO energy: -14.2 eV
- Largest force on an atom: 0.095 Eh/bohr
- Frontier orbital gap: 8.40 eV
- Energy: -8770.7501 eV

# 3
DFT (the ωB97M-V functional and the def2-TZVPD basis) results for 2 unconnected molecules or ions with the total composition C4H10N3O.

The geometry in XYZ format:
```
18
Properties=species:S:1:pos:R:3:mulliken_charge:R:1
N -1.96066 -0.86680 1.79313 -0.48
C -2.31228 -0.42887 0.50501 0.51
N -2.28587 0.93093 0.36909 -0.40
O -2.55206 -1.20195 -0.39827 -0.59
H -2.21339 -1.84373 1.88876 0.27
H -2.41015 -0.33906 2.53343 0.26
H -1.78041 1.49561 1.03191 0.22
H -2.38178 1.31182 -0.55881 0.26
C 2.17134 0.58678 -0.32972 0.15
C 3.23360 1.12919 -0.89276 -0.73
C 0.38241 -0.99951 -0.57664 -0.27
N 1.31440 -0.27828 -1.06742 0.00
H 1.89740 0.71292 0.70864 0.29
H 3.48974 0.95174 -1.92841 0.26
H 3.86609 1.77505 -0.30428 0.26
H -0.23875 -1.61267 -1.21271 0.37
H 0.28008 -0.98853 0.50633 0.30
H 1.50028 -0.33465 -2.06727 0.32
```

Results
- LUMO: -5.13 eV
- Net charge: +1
- HOMO energy: -13.7 eV
- Largest force on an atom: 0.012 Eh/bohr
- Frontier orbital gap: 8.60 eV
- Energy: -10821.0691 eV

# 4
DFT (the ωB97M-V functional and the def2-TZVPD basis) results for 2 unconnected molecules or ions with the total composition C4H10N3O at a distorted geometry.

The geometry in XYZ format:
```
18
Properties=species:S:1:pos:R:3:mulliken_charge:R:1
C 1.31809 -0.48849 -0.09466 -0.60
C 0.11325 1.41868 -3.70847 0.54
C -0.65639 -0.52682 1.74413 -1.44
C -0.01603 0.09202 0.51967 0.52
N 2.13329 -0.98809 0.80518 -0.19
N 0.75335 1.06880 -4.65214 -0.35
N -1.06630 0.11428 -0.77958 -0.34
O -0.52896 1.64318 -2.78071 -0.56
H -0.55458 -1.62858 1.80367 0.38
H -1.67752 -0.30643 1.68869 0.43
H -0.28857 -0.01719 2.69352 0.37
H 0.21128 1.08204 0.71644 0.32
H 1.82917 -1.13694 1.80770 0.24
H 3.03593 -1.49956 0.52080 0.30
H 1.42674 1.44320 -5.30394 0.31
H -0.89747 -0.78630 -1.15978 0.37
H -0.66047 0.72830 -1.50729 0.34
H -1.97385 0.44195 -0.68693 0.34
```

Results
- LUMO: -3.06 eV
- Net charge: +1
- HOMO energy: -12.7 eV
- Largest force on an atom: 0.099 Eh/bohr
- Frontier orbital gap: 9.65 eV
- Energy: -10819.1920 eV

# 5
DFT (the ωB97M-V functional and the def2-TZVPD basis) results for 2 unconnected molecules or ions with the total composition C4H10N3O at a distorted geometry.

The geometry in XYZ format:
```
18
Properties=species:S:1:pos:R:3:mulliken_charge:R:1
C 2.15234 -2.03456 -1.58769 -0.42
C -0.59486 1.34877 1.77739 0.16
C -2.06142 -0.38337 0.78610 -0.85
C -0.35122 0.81893 -0.51428 -0.13
N 1.72480 -1.09308 -0.86584 -0.24
N -0.91018 0.53318 0.68239 0.02
N 0.69743 1.50946 -0.70109 -0.17
O 0.40637 2.04905 1.81052 -0.56
H 2.64404 -2.89775 -1.13751 0.28
H 1.87667 -2.00821 -2.71667 0.25
H -1.43165 1.22287 2.42503 0.36
H -2.47203 -0.86233 -0.08842 0.35
H -1.87808 -1.27918 1.43113 0.33
H -2.77629 0.18653 1.29847 0.34
H -0.92112 0.43543 -1.34043 0.39
H 2.01752 -1.07631 0.20224 0.24
H 0.89305 1.69946 -1.70002 0.28
H 0.98462 1.83111 0.23868 0.37
```

Results
- LUMO (alpha / beta): -4.38 / -6.22 eV
- Net charge: +1
- Multiplicity: 3
- HOMO energy (alpha / beta): -9.2 / -15.3 eV
- Largest force on an atom: 0.132 Eh/bohr
- Frontier orbital gap (alpha / beta): 4.81 / 9.05 eV
- Energy: -10815.4046 eV

# 6
DFT (the ωB97M-V functional and the def2-TZVPD basis) results for a molecular structure, C4H10N3OS at a distorted geometry.

The geometry in XYZ format:
```
19
Properties=species:S:1:pos:R:3:mulliken_charge:R:1
C 1.98187 0.45976 -0.14407 0.33
C -0.31078 -0.23858 -0.18337 -0.11
C 1.43480 -1.87199 -0.80299 -0.96
C -2.96184 0.51135 -0.41339 -0.82
N 1.43022 1.35204 0.82458 -0.16
N 0.99973 -0.47204 -0.55686 0.08
N 0.14642 0.93373 1.32794 -0.32
O 3.07351 0.47239 -0.63736 -0.50
S -1.26902 0.79157 -1.15304 0.09
H -0.91118 -0.99304 0.33439 0.46
H 1.82850 -2.43637 0.07075 0.34
H 0.50378 -2.29356 -0.89304 0.44
H 2.20845 -1.84938 -1.64788 0.28
H -3.03462 1.09315 0.53867 0.28
H -3.15091 -0.55263 -0.29006 0.32
H -3.71491 0.85822 -1.25854 0.35
H 2.04875 1.97086 1.32778 0.27
H -0.48403 1.73919 1.36216 0.34
H 0.18129 0.52534 2.19433 0.28
```

Results
- LUMO: -4.21 eV
- Net charge: +1
- HOMO energy: -14.0 eV
- Largest force on an atom: 0.071 Eh/bohr
- Frontier orbital gap: 9.79 eV
- Energy: -21654.3372 eV

# 7
DFT (the ωB97M-V functional and the def2-TZVPD basis) results for 2 unconnected molecules or ions with the total composition C4H10N3S at a distorted geometry.

The geometry in XYZ format:
```
18
Properties=species:S:1:pos:R:3:mulliken_charge:R:1
C 0.89506 1.44935 -0.38266 -0.39
C -0.97446 0.25827 0.12542 -0.01
C -0.17405 -0.74709 1.97898 -0.70
C 0.92745 -0.94364 -1.30418 -0.74
N -0.00617 2.21609 0.45552 -0.29
N -1.03836 1.59181 0.63637 -0.02
N 0.13737 0.24351 -0.91655 -0.12
S -2.30680 -0.71136 -0.55505 -0.18
H 1.41661 1.89749 -1.26874 0.42
H 1.64022 0.98388 0.19040 0.43
H -1.09216 -0.66009 2.47906 0.41
H 0.65317 -0.12192 2.50122 0.26
H 0.19441 -1.72200 1.58782 0.33
H 1.71117 -0.74456 -2.02184 0.35
H 1.28821 -1.48704 -0.32924 0.27
H 0.27085 -1.67387 -1.71502 0.33
H -0.35586 0.54336 -1.77193 0.45
H -3.18664 -0.37219 0.31039 0.20
```

Results
- LUMO (alpha / beta): -4.63 / -4.63 eV
- Net charge: +1
- HOMO energy (alpha / beta): -13.4 / -13.4 eV
- Largest force on an atom: 0.076 Eh/bohr
- Frontier orbital gap (alpha / beta): 8.77 / 8.77 eV
- Energy: -19604.2379 eV

# 8
DFT (the ωB97M-V functional and the def2-TZVPD basis) results for 2 unconnected molecules or ions with the total composition C4H10N3S at a distorted geometry.

The geometry in XYZ format:
```
18
Properties=species:S:1:pos:R:3:mulliken_charge:R:1
C 1.83096 -0.44045 -1.83428 -0.04
C 2.77953 0.09179 -0.73778 -0.49
C 0.63326 0.00364 -0.05188 -0.18
C 2.15444 0.99775 1.60641 -0.76
N 0.65203 -0.45699 -1.31223 -0.39
N -4.41550 0.54084 0.81811 -0.58
N 1.83050 0.40584 0.27582 0.12
S -2.54958 0.62225 0.72173 -0.34
H 2.08085 -0.98736 -2.71777 0.40
H 3.36485 -0.73545 -0.55699 0.35
H 3.45134 0.95687 -0.98530 0.36
H -0.12177 -0.16472 0.57827 0.56
H 2.52783 2.04948 1.59584 0.29
H 1.23052 0.79569 2.15471 0.28
H 2.97882 0.40415 1.95176 0.36
H -4.72543 1.46420 1.02152 0.34
H -4.88489 0.16345 0.00972 0.34
H -4.55905 -0.19552 1.61030 0.38
```

Results
- LUMO: -5.02 eV
- Net charge: +1
- HOMO energy: -11.1 eV
- Largest force on an atom: 0.107 Eh/bohr
- Frontier orbital gap: 6.04 eV
- Energy: -19606.4729 eV

# 9
DFT (the ωB97M-V functional and the def2-TZVPD basis) results for a molecular structure, C4H10N4 at a distorted geometry.

The geometry in XYZ format:
```
18
Properties=species:S:1:pos:R:3:mulliken_charge:R:1
C -1.42895 0.21597 -1.52548 -1.11
C -1.26613 0.03385 -0.06778 0.67
C -1.82030 -0.81594 0.77565 -1.02
H -0.65318 1.23927 0.52757 0.16
H -2.05922 1.08314 -1.73276 0.27
H -0.46390 0.39011 -2.00393 0.31
H -1.88727 -0.67493 -1.96451 0.35
H -2.54686 -1.53779 0.41395 0.24
H -1.65453 -0.78855 1.84418 0.36
N 1.03124 0.06637 0.18240 0.57
N 1.85529 0.16393 -0.96604 -0.73
N 1.44783 -0.97280 1.06080 -0.77
C 0.69674 1.37948 0.75924 0.18
N 1.24778 2.22388 1.37723 -0.51
H 2.06926 -0.59460 1.77229 0.28
H 0.60952 -1.33814 1.50654 0.25
H 2.68692 0.70716 -0.74588 0.26
H 2.13576 -0.78041 -1.21348 0.25
```

Results
- LUMO: -0.30 eV
- Net charge: 0
- HOMO energy: -8.6 eV
- Largest force on an atom: 0.068 Eh/bohr
- Frontier orbital gap: 8.26 eV
- Energy: -10263.9337 eV

# 10
DFT (the ωB97M-V functional and the def2-TZVPD basis) results for a single C4H10N4 molecule at a distorted geometry.

The geometry in XYZ format:
```
18
Properties=species:S:1:pos:R:3:mulliken_charge:R:1
H 2.20753 1.14155 1.46857 0.13
N 1.36562 0.67105 1.16260 -0.67
C 1.54921 -0.09317 0.13799 0.50
N 2.74308 -0.19308 -0.55276 -0.46
N 0.46858 -0.66551 -0.47308 0.32
N 0.73585 -1.44904 -1.61799 -0.88
C -0.94814 -0.28463 -0.20872 -0.66
C -1.30543 0.53324 0.75459 0.17
C -2.69629 1.02301 0.99162 -1.09
H 2.75709 -0.91429 -1.26168 0.28
H 3.57917 -0.11045 0.00441 0.25
H 0.43208 -0.95699 -2.46022 0.23
H 0.20842 -2.31743 -1.55470 0.25
H -1.59210 -0.81292 -0.90118 0.33
H -0.33994 0.94330 1.33350 0.44
H -2.78263 2.06371 0.68810 0.25
H -2.94682 0.97419 2.05254 0.30
H -3.43526 0.44746 0.43641 0.33
```

Results
- LUMO: 0.91 eV
- Net charge: 0
- HOMO energy: -8.1 eV
- SMILES string: [H]/N=C(\N)N(N)/C=C/C
- Largest force on an atom: 0.056 Eh/bohr
- Frontier orbital gap: 9.04 eV
- Energy: -10268.9004 eV

# 11
DFT (the ωB97M-V functional and the def2-TZVPD basis) results for a molecular structure, C4H10N4 at a distorted geometry.

The geometry in XYZ format:
```
18
Properties=species:S:1:pos:R:3:mulliken_charge:R:1
C -0.78170 0.42476 -0.36172 0.16
C -0.04455 -0.94301 -0.33876 -0.66
C 0.88582 -1.24310 0.65247 0.16
C 1.52466 -0.85248 -0.59232 -0.55
H 2.18740 1.77686 0.33205 0.30
H 0.39390 2.82972 1.09010 0.25
H -0.48066 2.29383 -1.16967 0.35
H -3.49381 -0.11055 1.04433 0.26
H -1.86657 -1.34100 0.22369 0.44
H -0.38287 -1.80786 -0.93948 0.52
H 0.88250 -0.66518 1.67003 0.24
H 0.89953 -2.41910 0.44843 0.22
H 2.12645 -1.64840 -1.30240 0.22
H 1.92591 0.12998 -0.43886 -0.07
N 0.87156 1.85342 0.57494 -0.64
N 0.11276 1.54126 -0.68186 -0.17
N -1.98291 0.66216 -0.35373 -0.46
N -2.77742 -0.48132 0.14276 -0.57
```

Results
- LUMO: 0.51 eV
- Net charge: 0
- HOMO energy: -8.4 eV
- Largest force on an atom: 0.128 Eh/bohr
- Frontier orbital gap: 8.87 eV
- Energy: -10261.4015 eV

# 12
DFT (the ωB97M-V functional and the def2-TZVPD basis) results for a single C4H10N4O molecule at a distorted geometry.

The geometry in XYZ format:
```
19
Properties=species:S:1:pos:R:3:mulliken_charge:R:1
H -0.50036 -1.40968 0.10888 0.44
N -1.47006 -1.56959 0.05483 -0.74
C -2.21145 -0.56006 0.09622 0.26
N -3.72821 -0.66085 0.21849 -0.60
C -1.55571 0.81416 0.22908 0.56
O -2.15906 1.75367 -0.17022 -0.62
N -0.25402 1.02344 0.50603 -0.25
N 0.71129 0.04030 0.69710 -0.30
C 1.73142 0.33103 -0.22686 -0.53
C 2.97940 -0.53525 -0.02385 -0.78
H -3.71281 0.35857 -0.26069 0.33
H -3.95625 -1.24045 -0.88009 0.34
H 0.15554 1.92689 0.06339 0.26
H 1.02141 0.23800 1.68377 0.23
H 1.34280 0.26196 -1.36278 0.30
H 1.90541 1.46297 -0.38945 0.36
H 2.56813 -1.59401 -0.53340 0.22
H 3.37939 -0.74746 1.07647 0.27
H 3.75313 0.10635 -0.88691 0.24
```

Results
- LUMO: 0.55 eV
- Net charge: 0
- HOMO energy: -9.2 eV
- SMILES string: [H]/N=C(/N)C(=O)NNCC
- Largest force on an atom: 0.151 Eh/bohr
- Frontier orbital gap: 9.79 eV
- Energy: -12313.2502 eV